# 1
Molecular formula: C32H34As2F5NiO2S2Se
Method: DFT, wB97M-V/def2-TZVPD

Geometry (Å):
Se: 2.3165 -1.0000 -1.4981
As: -0.5535 -2.5815 -0.7256
As: 0.8412 -0.7585 1.6689
Ni: 0.1318 -0.1959 -0.5475
S: -1.8459 2.4097 0.9788
S: -0.8537 1.0564 -3.4191
F: 7.6241 0.1002 1.1631
F: 4.2842 -2.9194 -0.0822
F: 6.6678 -2.4313 1.0232
F: 3.7350 1.7181 -0.8584
F: 6.1226 2.1669 0.2486
O: -0.1703 -0.0696 -2.6271
O: -0.9392 1.5623 0.1067
C: 1.2596 4.9900 -2.6905
C: -2.3998 1.2048 -2.4914
C: 2.4381 0.1030 2.3234
C: -0.0133 2.5721 -3.0730
C: -0.2436 -0.7693 3.2765
C: 0.2621 4.8832 -3.6530
C: 4.7092 -1.6546 -0.0381
C: 5.6701 0.9170 0.1448
C: 6.4323 -0.1322 0.6222
C: -4.0695 -0.8583 1.8336
C: 4.4410 0.6589 -0.4309
C: -0.1714 -3.4083 -2.4276
C: 2.4815 -4.5734 2.3131
C: 1.9188 -5.3316 1.2984
C: -2.9686 3.4007 -0.0374
C: 5.9450 -1.4222 0.5404
C: 1.2856 -2.6348 1.5276
C: -2.1489 -3.5556 -0.1968
C: -3.8657 1.7778 2.6997
C: -3.0525 1.3005 1.6783
C: -3.1414 2.5325 -2.4680
C: 1.0081 2.6572 -2.1433
C: -4.9029 -0.3874 2.8369
C: 1.6445 3.8777 -1.9546
C: -4.7936 0.9263 3.2778
C: -3.8367 2.7451 -1.1169
C: -3.1292 -0.0158 1.2525
C: -0.3654 3.6666 -3.8608
C: 3.9285 -0.6257 -0.5521
C: 0.7106 -3.3993 0.5086
C: 2.1540 -3.2300 2.4337
C: 1.0242 -4.7488 0.4107
H: 2.5878 -2.6499 3.2393
H: 2.1754 -6.3778 1.1954
H: 2.1634 1.0906 2.6936
H: 1.3525 1.7853 -1.6029
H: -2.3337 -3.4120 0.8663
H: 0.6856 -2.9179 -2.8808
H: 3.1778 -5.0242 3.0078
H: -2.4605 -0.3817 0.4833
H: 1.7586 5.9376 -2.5351
H: -4.6833 3.4149 -1.2763
H: -2.0815 0.9466 -1.4875
H: 3.1366 0.2135 1.5057
H: -1.9853 -4.6139 -0.3926
H: -3.7725 2.8006 3.0479
H: -1.0400 -3.2824 -3.0729
H: -2.4474 3.3567 -2.6344
H: -5.6363 -1.0452 3.2843
H: 2.4582 3.9476 -1.2455
H: 2.8994 -0.4669 3.1275
H: -3.0027 0.3865 -2.8892
H: -0.0135 5.7407 -4.2520
H: 0.3557 -1.1512 4.1018
H: -3.8827 2.5778 -3.2653
H: -1.1094 -1.4130 3.1303
H: -4.2522 1.8079 -0.7371
H: 0.0333 -4.4681 -2.2946
H: -3.0105 -3.2118 -0.7680
H: -5.4273 1.2852 4.0776
H: -4.1509 -1.8841 1.4980
H: -0.5859 0.2381 3.5117
H: 0.5780 -5.3616 -0.3633
H: -1.1128 3.5641 -4.6403
H: -3.5985 3.8440 0.7398
H: -2.3468 4.2002 -0.4478

Calculated values
Multiplicity ... 3
HOMO level (alpha / beta) ... -9.85 / -9.99 eV
Relative energy (zero: lowest compared OMol25 entry of this formula, charge and spin) ... 73.6 kJ/mol
Orbital gap (alpha / beta) ... 0.281 / 0.258 hartree
Net charge ... +1

These are the Löwdin partial charges, in e, on atoms 1 to 8:
1 Se 0.844
2 As 1.131
3 As 1.140
4 Ni 0.043
5 S 1.043
6 S 1.069
7 F 0.142
8 F 0.086


# 2
Molecular formula: C32H34BN13O3Rb
Method: DFT, wB97M-V/def2-TZVPD

Geometry (Å):
Rb: -0.7066 0.3865 -1.8541
O: 1.9149 -4.8736 -5.2971
O: 2.9318 -2.0269 -1.9809
O: -1.3285 -1.9975 -3.3432
N: -0.4166 3.8530 -0.6829
N: -0.0202 -2.6940 1.8218
N: -2.4177 3.5520 -2.1584
N: 2.3813 -3.3563 -3.7148
N: 1.5967 0.6279 6.3944
N: -0.1699 3.1228 -3.1116
N: 1.6090 -2.0454 0.4880
N: 0.7828 -1.9929 -2.6406
N: -0.0971 0.6189 1.5456
N: -0.7722 2.2205 -3.8749
N: -2.8369 2.3672 -1.7269
N: -1.1882 3.5478 0.3557
N: -0.6010 0.9381 6.5996
C: -4.5758 3.4793 -2.5887
C: -1.0264 0.6799 3.7415
C: -2.1789 -4.8263 -3.9282
C: -0.6476 0.9466 9.1031
C: 0.3740 -2.1578 -6.4613
C: 0.8105 4.2071 -0.2609
C: 1.1067 0.7155 2.0838
C: 1.5472 0.6307 10.0872
C: 2.0306 -2.4093 -2.7262
C: 0.8371 4.1188 1.1143
C: 0.0635 -3.6247 -4.4000
C: -0.6584 -4.8915 -3.8708
C: 1.5227 -4.0153 -4.5304
C: 0.1682 0.8262 10.2097
C: -0.4552 3.7005 1.4431
C: -0.0519 0.8678 7.8478
C: 0.2454 0.7602 4.3121
C: 1.3980 2.2620 -4.4012
C: 0.1498 1.6884 -4.6558
C: 1.3477 0.6666 7.7385
C: -4.1330 2.3068 -1.9733
C: 1.1393 3.1822 -3.4064
C: 2.1615 0.5484 8.8539
C: 1.3387 0.7898 3.4469
C: 1.1287 -2.5926 2.5387
C: 0.3875 0.7892 5.7567
C: -0.4540 -3.2547 -5.8008
C: -3.4373 4.2463 -2.6879
C: 0.3028 -2.3609 0.5973
C: -1.1400 0.6164 2.3641
C: -0.1967 -2.4630 -3.4240
C: 2.1528 -2.1911 1.7264
B: -0.9695 4.0064 -2.1161
H: 3.2279 0.3970 8.7598
H: 2.1091 -1.8317 -0.3777
H: -5.5661 3.7311 -2.9132
H: -0.0956 -1.8483 -7.3926
H: -2.5374 -4.8975 -4.9523
H: 2.4872 0.4699 5.9549
H: -0.8714 3.5215 2.4180
H: 2.1484 0.5433 10.9813
H: 1.3793 -2.5107 -6.6841
H: 0.4453 -1.2881 -5.8120
H: 3.3623 -3.6130 -3.7528
H: -3.2899 5.2225 -3.1041
H: 1.8083 3.8893 -2.9510
H: -2.1117 0.5760 1.8920
H: -0.3060 -5.7422 -4.4604
H: -0.2605 0.8838 11.2010
H: -0.1194 0.9678 -5.4088
H: 3.1900 -2.0021 1.9226
H: 1.9367 0.7297 1.3901
H: -1.7129 1.0917 9.1875
H: -0.3735 -2.3654 -0.2374
H: -1.4842 -2.9147 -5.6975
H: -1.8911 0.6657 4.3830
H: -2.6024 -5.6512 -3.3585
H: -0.8831 5.1547 -2.4500
H: -4.7063 1.4406 -1.6914
H: 2.3508 0.8747 3.8136
H: -2.5285 -3.8905 -3.5008
H: 2.3397 2.0630 -4.8785
H: -0.4236 -4.1553 -6.4200
H: 1.5766 4.5276 -0.9371
H: -0.3484 -5.0488 -2.8339
H: 1.6598 4.3237 1.7724
H: 1.1408 -2.8132 3.5872

Calculated values
HOMO level ... -6.20 eV
Relative energy (zero: lowest compared OMol25 entry of this formula, charge and spin) ... 137.5 kJ/mol
Orbital gap ... 0.299 hartree
Net charge ... -1

These are the Löwdin partial charges, in e, on atoms 1 to 8:
1 Rb 0.876
2 O 0.073
3 O 0.005
4 O -0.058
5 N -0.045
6 N 0.051
7 N -0.072
8 N 0.212


# 3
Molecular formula: C32H34BO3
Method: DFT, wB97M-V/def2-TZVPD

Geometry (Å):
O: 2.9505 -2.0808 -2.1684
O: 3.9774 0.0030 0.7899
O: 3.2000 0.2469 -2.0434
C: 0.8982 -2.5630 -1.2347
C: -2.2713 5.0821 1.4003
C: 3.3586 -2.0923 1.1860
C: 1.0804 0.9833 -3.0116
C: -3.5316 2.0784 -2.6690
C: 4.5823 -1.8560 1.8559
C: -1.5513 1.4752 0.5536
C: 4.9577 -0.5609 1.5594
C: -0.9990 -1.9425 2.9079
C: 1.5286 -1.5928 -2.2089
C: -2.6397 3.7025 3.3539
C: -2.1591 0.0128 -1.4197
C: -1.7000 -2.8208 0.7390
C: -1.8647 2.6930 1.3043
C: -2.2156 2.5821 2.6616
C: -3.4260 0.8524 -3.3147
C: -1.8548 3.9568 0.6922
C: -1.9392 -2.7631 3.5191
C: -0.2645 -0.7393 0.8449
C: 0.9650 -1.8028 -3.5927
C: -2.4593 -3.7818 1.3826
C: -3.0300 2.2327 -1.3722
C: -2.6960 4.9533 2.7307
C: 3.0604 -1.0130 0.3685
C: 6.2146 0.1441 1.6414
C: 1.4189 0.8955 -0.6980
C: -0.9050 -1.9098 1.4845
C: -2.7248 -0.1737 -2.6872
C: -2.2194 1.2552 -0.7372
C: -0.7470 0.5372 1.2384
C: -2.6478 -3.7096 2.7671
C: 1.7479 0.1119 -1.9622
B: 3.3229 -0.9954 -1.4563
H: -1.7232 -0.8385 -0.9190
H: 1.4645 -1.1909 -4.3475
H: -1.7869 -2.7419 -0.3522
H: -2.8864 -4.5999 0.7786
H: -2.0827 -2.6915 4.5853
H: -0.3664 -1.2548 3.4676
H: -2.5966 -1.1529 -3.1634
H: -3.2918 3.1571 -0.8742
H: -0.1624 -2.6586 -1.4038
H: 2.0040 1.8161 -0.6628
H: 1.6358 0.4098 0.2604
H: 0.3908 1.2425 -0.7790
H: 1.0940 0.6117 -4.0328
H: -3.3450 -4.3907 3.2422
H: 2.7207 -2.9637 1.3303
H: -2.2028 1.6016 3.1428
H: -3.8628 0.7000 -4.3043
H: -2.2883 6.0593 0.8980
H: 1.1363 -2.3653 -0.1888
H: -1.5769 4.0588 -0.3640
H: -2.9312 3.5959 4.3966
H: 6.2770 0.8912 2.4376
H: 6.4276 0.6247 0.6937
H: -3.0273 5.8390 3.2752
H: -0.3931 0.8243 2.2461
H: 1.0268 -2.8469 -3.9142
H: 1.5799 1.9691 -3.0057
H: 0.0207 1.1422 -2.7179
H: -0.0232 -0.8258 -0.2173
H: 1.2933 -3.5852 -1.3632
H: 7.0046 -0.5714 1.8707
H: 5.1718 -2.6051 2.3475
H: -0.1071 -1.5743 -3.5886
H: -4.0110 2.9133 -3.1793

Calculated values
HOMO level ... -10.30 eV
Relative energy (zero: lowest compared OMol25 entry of this formula, charge and spin) ... 0.0 kJ/mol
Orbital gap ... 0.172 hartree
Net charge ... +1

These are the Löwdin partial charges, in e, on atoms 1 to 8:
1 O 0.145
2 O 0.007
3 O 0.145
4 C -0.026
5 C -0.053
6 C -0.035
7 C -0.008
8 C -0.041


# 4
Molecular formula: C32H34BaN5OSTe
Method: DFT, wB97M-V/def2-TZVPD

Geometry (Å):
Ba: 0.0305 0.8048 -1.2781
Te: -0.3146 3.1555 2.3505
S: -2.5473 -0.7436 -0.9149
O: 0.7969 2.9461 -1.9681
N: -1.1831 -0.7766 1.5352
N: -3.3434 -0.2533 1.5705
N: 2.4933 -0.7632 -0.3606
N: -0.0090 -0.8402 0.8216
N: -0.0223 2.8737 0.1298
C: -0.4166 5.8272 -0.2100
C: 4.5553 -2.2502 0.7837
C: 2.7062 1.8952 1.8260
C: -0.7544 3.8633 6.6963
C: 0.4111 3.5638 -0.8850
C: -2.0031 4.7972 4.4074
C: 0.6889 7.8156 -0.9727
C: -0.9163 3.9353 4.3008
C: 1.6630 5.4670 2.6970
C: 2.2826 -1.5006 0.7464
C: 1.6037 7.0392 -1.6707
C: -2.2681 -0.5816 0.8022
C: 0.4751 6.3403 2.9819
C: 1.4975 5.6587 -1.6532
C: 0.8589 2.4756 5.4189
C: -2.7198 5.3583 3.2114
C: 3.7143 -0.7758 -0.8804
C: 5.4331 6.0034 2.4998
C: 3.9610 3.9893 2.2000
C: 2.9254 6.0617 2.7193
C: 4.0827 5.3472 2.4757
C: 2.7270 3.3555 2.1622
C: -2.2966 5.1874 8.1780
C: 1.5732 4.1099 2.4158
C: -0.3280 7.2102 -0.2496
C: 3.2892 -2.2530 1.3413
C: -2.4398 5.1859 5.6695
C: 0.4948 5.0500 -0.9095
C: -1.8220 4.7380 6.8256
C: -0.2895 3.4439 5.4520
C: 4.7788 -1.4953 -0.3543
C: 0.9396 -1.4872 1.3725
H: -3.7854 5.4533 3.4134
H: 5.9457 5.8841 1.5448
H: 1.7268 2.8939 4.9127
H: 0.7702 -2.0249 2.3057
H: -3.2880 5.8556 5.7479
H: 3.8595 -0.1721 -1.7697
H: 1.1551 2.2116 6.4327
H: 0.6548 7.3409 2.5920
H: 5.3535 7.0696 2.7035
H: 0.2822 6.4149 4.0539
H: 2.4484 1.7496 0.7767
H: 4.8513 3.4026 2.0048
H: -0.4407 5.9640 2.5181
H: 3.6924 1.4570 1.9813
H: 6.0701 5.5612 3.2666
H: 2.3941 7.5129 -2.2355
H: -3.2244 -0.3558 2.5654
H: -1.0492 7.8128 0.2837
H: 3.0706 -2.8201 2.2340
H: 0.7650 8.8944 -0.9985
H: -3.3696 5.0393 8.2949
H: 5.3533 -2.8263 1.2336
H: -2.6085 4.7423 2.3167
H: -2.0981 6.2485 8.3320
H: -1.2057 5.3438 0.3543
H: 2.1815 5.0353 -2.2092
H: -2.3465 6.3564 2.9642
H: 1.9814 1.3317 2.4145
H: 2.9935 7.1244 2.9240
H: -4.2581 -0.3836 1.1716
H: 5.7468 -1.4545 -0.8296
H: -0.2694 3.4869 7.5887
H: -1.7951 4.6387 8.9726
H: 0.5966 1.5531 4.8951

Calculated values
Multiplicity ... 2
HOMO level (alpha / beta) ... -7.21 / -7.60 eV
Relative energy (zero: lowest compared OMol25 entry of this formula, charge and spin) ... 0.0 kJ/mol
Orbital gap (alpha / beta) ... 0.256 / 0.247 hartree

These are the Löwdin partial charges, in e, on atoms 1 to 8:
1 Ba 1.783
2 Te 1.641
3 S 0.328
4 O -0.400
5 N -0.039
6 N 0.049
7 N 0.027
8 N -0.199


# 5
Molecular formula: C32H34BrClF5N5O2
Method: DFT, wB97M-V/def2-TZVPD

Geometry (Å):
Br: 6.8359 0.1007 -0.0543
Cl: 4.9005 -2.2963 -1.1127
F: 0.4367 -4.7610 1.5198
F: 0.1565 0.7349 4.5361
F: -1.9603 0.7407 4.0834
F: -0.6271 2.0654 3.0119
F: 0.3418 -4.1189 3.5967
O: 2.5190 -2.8109 4.5673
O: 2.6663 -4.0686 0.1605
N: -3.7798 5.5182 2.7469
N: 0.6470 -4.0916 -3.6109
N: -0.5825 2.5537 -0.7043
N: 2.2583 -3.7418 2.4337
N: -0.6310 0.4098 -3.8416
C: -3.1918 5.9576 6.4329
C: 1.5546 -6.0851 -2.1903
C: 2.2359 -7.1391 -3.0708
C: -1.4388 2.8782 -1.3959
C: -3.1802 4.4904 6.0226
C: -0.0295 -1.4723 2.8863
C: 3.9248 -2.4322 1.4064
C: -0.7293 0.8242 3.5246
C: 4.6655 -1.0666 3.2597
C: 5.5409 -0.4382 2.3900
C: 2.8260 -2.8614 3.4127
C: -0.1450 0.7753 -4.8142
C: -2.5235 4.2578 4.6574
C: 0.4629 1.2408 -6.0603
C: -0.7742 0.0246 1.1526
C: -3.2275 4.9651 3.5872
C: -0.0620 -2.2048 0.5924
C: -2.5363 3.3090 -2.2601
C: 4.8112 -1.8270 0.5298
C: 3.8678 -2.0575 2.7329
C: 0.1950 -2.4572 1.9375
C: -3.7585 4.4391 -0.3455
C: -0.5027 -0.2333 2.4868
C: -0.5514 -0.9682 0.2136
C: -0.2487 2.4831 -6.6086
C: 0.7860 -3.7725 2.3722
C: 1.2980 -7.7490 -4.1051
C: 2.9147 -3.4957 1.1794
C: 5.6133 -0.8150 1.0552
C: -1.7178 2.2320 -6.9251
C: 1.0499 -4.9633 -2.9820
C: -3.1721 4.6045 -1.7417
H: -3.9525 4.9088 -2.4416
H: 0.4347 -8.2144 -3.6255
H: -2.6353 3.9029 6.7633
H: -2.5131 3.1968 4.4082
H: -3.7717 6.5593 5.7318
H: 3.0930 -6.6852 -3.5718
H: -0.1582 3.2947 -5.8838
H: -4.5167 3.6526 -0.3348
H: -2.9891 4.1795 0.3810
H: 1.5142 1.4531 -5.8637
H: -0.7482 -0.7749 -0.8322
H: 0.4193 0.4240 -6.7829
H: -4.2240 5.3600 -0.0016
H: 0.9308 -6.9918 -4.7992
H: -3.6364 6.0780 7.4206
H: 2.6259 -7.9229 -2.4191
H: -2.1381 3.4311 -3.2684
H: -2.1809 3.1269 -7.3404
H: 4.5911 -0.7926 4.3015
H: 2.2473 -5.6849 -1.4520
H: 0.1782 -1.6706 3.9285
H: 6.1762 0.3609 2.7405
H: -2.2735 1.9536 -6.0284
H: -4.2008 4.1042 5.9987
H: 0.2743 2.8042 -7.5108
H: -1.1492 0.9857 0.8454
H: -1.8308 1.4269 -7.6532
H: -2.1789 6.3630 6.4690
H: -2.4202 5.3961 -1.7387
H: 1.8103 -8.5142 -4.6884
H: -3.2761 2.5071 -2.2938
H: -1.4880 4.6029 4.6659
H: 0.1340 -2.9751 -0.1391
H: 0.7134 -6.5239 -1.6502

Calculated values
HOMO level ... -9.86 eV
Orbital gap ... 0.329 hartree
SMILES ... O=C1c2ccc(Br)c(Cl)c2C(=O)N1C(F)(F)c1cccc(C(F)(F)F)c1.CCCC#N.CCCC#N.CCCC#N.CCCC#N

These are the Löwdin partial charges, in e, on atoms 1 to 8:
1 Br 0.778
2 Cl 0.750
3 F 0.131
4 F 0.137
5 F 0.130
6 F 0.131
7 F 0.141
8 O 0.164


# 6
Molecular formula: C32H34ClN2PSiV
Method: DFT, wB97M-V/def2-TZVPD

Geometry (Å):
V: -0.5072 1.3671 0.1564
Cl: 1.8947 1.2400 0.6042
P: 0.0979 -0.4369 -1.2845
Si: -0.4184 -0.6562 3.2107
N: -0.5704 0.6781 2.1261
N: -0.5200 2.8098 1.5098
C: 2.4447 0.2292 -2.6871
C: -2.9299 0.8048 -1.1573
C: -0.5014 1.9413 2.5455
C: -0.3026 4.6467 2.9922
C: 2.8665 -3.1207 0.2535
C: -1.4368 -3.8843 -3.0240
C: 2.2650 -0.4419 0.4779
C: 3.3323 -0.9604 1.1926
C: 3.1940 0.5154 -3.8135
C: 2.6194 0.4392 -5.0703
C: -2.6760 -3.3713 -1.0357
C: -0.3730 2.4200 3.8656
C: -2.4610 -4.1824 -2.1400
C: 0.5221 -0.1693 -4.0598
C: -1.5744 1.6834 -2.7439
C: 1.2787 0.1056 -5.1858
C: -0.2802 3.7732 4.0783
C: -2.3996 2.0145 -0.6420
C: -0.8516 -1.9463 -1.7150
C: 1.8225 -2.5837 -0.4774
C: -1.7599 -0.6593 4.5818
C: -2.4144 0.6008 -2.4329
C: -0.4183 5.0122 0.5107
C: -0.4124 4.1220 1.7162
C: 1.1022 -0.1296 -2.7932
C: -0.5068 -2.2980 2.2526
C: -1.5478 2.5508 -1.6522
C: -0.6263 -2.7794 -2.8080
C: 1.4916 -1.2373 -0.3661
C: 3.6193 -2.3121 1.0883
C: -1.8793 -2.2611 -0.8299
C: 1.3112 -0.6246 4.0458
H: -1.4469 -0.0964 5.4551
H: 0.1081 -3.0453 2.7413
H: 1.2420 -3.2100 -1.1360
H: -1.4143 5.0204 0.0661
H: -0.2321 5.7116 3.1432
H: -0.1831 4.1654 5.0809
H: -1.9743 -1.6698 4.9123
H: -2.8859 2.5995 0.1356
H: -3.0954 -5.0386 -2.3205
H: -3.6760 0.1948 -0.6683
H: -2.0451 -1.6088 0.0182
H: 3.9381 -0.3205 1.8177
H: 0.1834 -2.5696 -3.4921
H: -2.6714 -0.2154 -3.0916
H: 1.5812 0.3724 4.3799
H: 4.2322 0.7940 -3.7074
H: -1.1654 3.5608 -1.7026
H: -1.5148 -2.6899 2.1946
H: 0.2982 4.6359 -0.2236
H: 4.4325 -2.7297 1.6622
H: 0.8142 0.0564 -6.1614
H: -1.2655 -4.5146 -3.8879
H: 2.0789 -0.9525 3.3521
H: 3.2068 0.6398 -5.9550
H: 3.1000 -4.1708 0.1688
H: -0.3441 1.7212 4.6821
H: -0.1345 -2.1854 1.2419
H: 2.9277 0.2754 -1.7228
H: -1.0927 1.8728 -3.6916
H: -0.5254 -0.4191 -4.1585
H: 1.3488 -1.2844 4.9061
H: -2.6914 -0.2233 4.2347
H: -0.1539 6.0311 0.7854
H: -3.4732 -3.6074 -0.3453

Calculated values
Multiplicity ... 2
HOMO level (alpha / beta) ... -6.71 / -6.16 eV
Relative energy (zero: lowest compared OMol25 entry of this formula, charge and spin) ... 210.9 kJ/mol
Orbital gap (alpha / beta) ... 0.266 / 0.247 hartree

These are the Löwdin partial charges, in e, on atoms 1 to 8:
1 V 0.496
2 Cl 0.858
3 P 1.047
4 Si 0.471
5 N -0.134
6 N -0.022
7 C -0.083
8 C -0.143


no.,largest force on an atom (eV/Å)
1,0.89
2,1.17
3,4.10
4,1.77
5,0.77
6,2.40